Here is the molecule C9H8OS2 at a distorted geometry from the OMol25 dataset. Energies are from ωB97M-V/def2-TZVPD.

For the HOMO energy, the calculation gives -8.0 eV. Its energy relative to the best compared isomer or geometry (same formula, charge and spin) is 3.746 eV. The calculation puts the total energy at -33176.455 eV. The structure (SMILES) is OCc1csc(-c2cccs2)c1.

Each line ends with the Mulliken charge.
Geometry (Å):
C (-3.653109, -0.819653, -0.059069)  -0.54
C (-2.374176, 0.035154, -0.052479)  0.37
C (-2.271488, 1.417039, 0.036340)  -0.53
C (-0.014020, 0.450648, -0.366102)  0.55
C (-0.901353, -0.496852, -0.328574)  -0.56
C (1.373379, 0.343843, -0.116163)  0.37
C (2.452458, 1.111648, 0.266238)  -0.79
C (3.672245, 0.292582, 0.467317)  -0.42
C (3.577737, -1.227751, 0.346042)  -0.64
H (-4.309332, -2.485359, 0.689206)  0.32
H (-4.531449, -0.297280, 0.236461)  0.41
H (-3.858748, -1.137584, -1.128568)  0.23
H (-3.160462, 1.923703, -0.148049)  0.41
H (-0.665624, -1.566444, 0.110871)  0.24
H (2.429650, 2.099283, 0.546016)  0.43
H (4.468042, 0.799550, 0.737292)  0.52
H (4.380804, -1.847935, 0.192765)  0.44
O (-3.341364, -1.997524, 0.606837)  -0.53
S (-0.703365, 2.059691, -0.012477)  -0.21
S (2.003865, -1.318921, -0.440772)  -0.08

Atoms 1-2, force components in eV/Å:
2.22 0.20 -3.11
3.08 0.76 -1.02